DFT (ωB97M-V/def2-TZVPD) results for a cluster of 4 separate species, C24H47F3N2O13S3 in total.

```
! wB97M-V def2-TZVPD RIJCOSX def2/J DEFGRID3
* xyz 0 1
O -1.7151 2.4512 1.9596
H -5.7766 5.5953 4.4820
C 3.4592 -3.2755 -10.2938
F -0.9926 -3.2460 -0.2076
C 1.3058 -0.5607 -2.6480
H 4.2641 -3.0122 -9.6093
O -3.5299 -1.8773 -0.7396
H 0.6484 -3.0487 -6.4173
O 1.6134 -2.5196 -8.8553
C -1.3015 6.2507 2.3419
H -4.6713 3.5074 0.3856
H 3.2225 -6.3007 1.6990
C -2.0994 5.1957 3.0812
O 4.4380 -3.9623 -0.2990
C 3.6767 -0.1944 -0.5755
H 4.2511 0.1830 1.4278
H -0.6287 5.8052 1.6099
S -4.8440 4.5593 6.3425
O -5.0361 3.0191 6.6895
O -1.9191 4.0502 0.0723
C -5.7466 4.5653 4.8310
H -2.1262 0.4411 -1.2545
O 2.3925 -0.4242 0.0054
H -3.8492 1.9725 0.0108
C 5.7902 -3.6661 -0.0393
H -2.7034 5.6529 3.8599
H -3.7407 -0.1398 0.2694
H -3.1618 2.7409 7.5477
C -1.1386 -1.6816 -2.3911
H 3.1752 -4.3076 -10.0886
C 0.4904 -0.0672 -1.5319
H -1.9656 6.9304 1.8077
H 3.8404 -3.2086 -11.3135
C -4.1995 2.4536 7.7230
F 1.0106 -2.7341 -0.8113
C -2.7680 -1.4960 1.5535
C -2.9826 -0.9205 0.1456
H -4.2711 1.3768 7.5836
C 3.6980 -4.3344 0.8459
C -1.7588 -0.2243 -0.4683
H -3.6989 -1.4378 2.1196
H 3.8783 -1.0067 -1.2751
C -4.6580 2.8371 9.1153
H 7.0367 -1.9480 0.4107
H 2.6565 -4.3717 0.5242
S 2.3127 -1.8693 -7.5730
F 0.1715 -1.8479 0.9833
H -3.6810 -2.7017 -0.2713
H -6.7531 4.2041 5.0244
H -1.3416 0.4295 0.2992
H -0.7041 6.8232 3.0511
H -2.4726 -2.5452 1.5299
C 6.0288 -2.1537 0.0315
S -2.4819 3.4136 1.2224
H 4.6745 -6.2426 0.6455
H 1.5058 -2.5826 -10.8690
C 4.0904 -5.7189 1.4028
C 4.7275 -0.2457 0.5438
H -4.0826 2.2855 9.8590
C 2.2679 -2.3528 -10.1263
C -0.1067 -2.2315 -0.2645
H 6.1611 -4.1355 0.8753
H 2.5504 -1.3066 -10.2562
C -4.0374 2.7175 0.7795
H -4.4816 2.2560 1.6576
N -1.6319 -2.0595 -3.3566
H -4.5229 3.9019 9.2997
O -3.4572 4.7970 6.0719
O -3.0455 4.5130 2.2177
H 1.7499 1.4384 -0.6703
H -5.2307 3.9349 4.1112
H 4.7465 -5.5989 2.2680
H 3.7376 0.7812 -1.0636
H -5.7158 2.6101 9.2465
O 5.0589 -1.5733 0.8838
C -0.6588 -1.0774 -1.1231
H 3.7488 -3.5708 1.6257
H -1.4518 4.4627 3.5627
C 1.3764 0.4529 -0.3766
H 0.1418 -1.3819 -6.8368
H 1.2917 -1.6618 -5.4967
C 0.9523 -2.0066 -6.4715
O 2.5785 -0.4908 -7.8597
O -5.5348 5.3559 7.3066
H 5.6074 0.3584 0.2979
H 0.7405 0.6168 0.4966
H -0.0485 0.8046 -1.9142
H -2.0084 -0.9551 2.1167
H 6.3653 -4.0378 -0.8916
H 5.9491 -1.7480 -0.9829
O 3.3725 -2.7269 -7.1401
N 1.9763 -0.9565 -3.4915
*
```

The energy above the lowest of the compared OMol25 structures with the same formula, charge and spin comes out at 21.1 kJ/mol. The LUMO energy is 0.065 eV. Its SMILES is CCOCCOCCOC[C@@H](C#N)[C@](C#N)(C[C@H](C)O)C(F)(F)F.CCOS(C)(=O)=O.CCOS(C)(=O)=O.CCOS(C)(=O)=O. The HOMO energy comes out at -9.391 eV.

These are the Löwdin partial charges, in e, on atoms 1 to 4: number 1, O, carries -0.28; number 2, H, carries 0.08; number 3, C, carries -0.08; number 4, F, carries 0.15

DFT (ωB97M-V/def2-TZVPD) results for the molecule C24H48BClN4O5P2.

```
! wB97M-V def2-TZVPD RIJCOSX def2/J DEFGRID3
* xyz 0 1
H 0.6698 -2.0661 2.6718
H 4.3487 -4.3988 0.7735
H 4.0039 -0.5806 -0.3407
H -5.3476 -1.5239 -1.8182
C 4.8247 -1.1732 -0.8775
H 2.4293 -2.5148 -1.0292
C 5.7815 1.2615 -0.2256
C -5.4830 1.4607 -2.2248
H 0.1414 2.7302 3.5317
H -5.1812 1.9369 0.6742
H 6.5644 2.2394 1.6777
C -5.4809 -0.6544 -1.0645
C -1.8850 1.4910 -2.1377
H -2.0385 -4.1017 -3.6359
C 5.2603 -2.5163 -0.1162
H 4.2858 -4.3244 -1.0546
O -4.4895 1.2605 0.8690
H 6.1302 0.1557 -2.1300
O -1.5367 2.5493 5.5060
H 0.7722 -1.0016 -1.6487
C 2.6339 -3.1284 -0.0916
H -3.1605 3.9797 3.8365
N -2.6323 -2.0614 -0.6454
H -6.3630 1.7515 -1.5489
H -4.9229 2.4301 -2.5005
N -4.6057 0.4661 -1.5292
H -3.1535 -0.7927 1.7020
H 1.5640 2.6754 -2.2402
C 6.0739 -0.1276 -1.0266
H -5.8868 1.0313 -3.2099
H 1.9581 -4.0663 -0.0428
N -0.6471 2.3803 2.9693
O -1.5343 -0.5607 3.1319
H -2.9148 4.1097 -1.3008
H -1.9226 -2.1268 1.8155
H -3.7823 -3.5727 -1.7392
B -3.8057 1.0801 -0.4218
H 0.8346 1.6874 -0.8812
H -1.7902 0.4453 -2.5899
H 1.1335 -0.1746 0.2594
C 0.8032 1.8332 -2.0096
H 5.6338 0.6533 2.0080
C 0.3935 -0.5457 1.0691
C -1.1576 -0.3632 0.5853
H 7.0560 -0.5818 -0.6665
P -1.9281 2.1081 3.8717
C 2.3669 -2.3112 1.2613
H 5.6138 -2.3024 0.9585
H -0.1719 3.3502 0.0800
O -3.2941 3.0743 3.4532
C -0.2152 -1.5559 -1.6523
H -0.7841 3.1891 5.4251
C -2.7880 -2.9894 -1.7108
Cl -0.4801 2.0777 -4.4492
H 6.1999 -2.9057 -0.6682
H -3.2614 3.5590 0.9195
H -2.3695 -0.0554 4.9668
H 4.4275 -1.3570 -1.9456
C -0.4344 -2.5629 -2.8386
H 0.3372 -2.7599 -3.6504
C -1.7865 -3.3224 -2.8391
H 2.9187 -1.3164 1.3433
C 4.1511 -3.6778 -0.1088
C 0.7790 -2.0276 1.5194
H 7.3629 0.6041 1.2344
H 6.2598 2.1638 -0.7609
H 0.6131 0.1440 1.9720
H -3.5573 0.1309 3.5859
N -0.8946 4.0805 0.1337
C -0.6023 2.3282 -2.5962
H 1.1409 0.9360 -2.6246
H 0.1233 -2.8674 1.1172
H -5.2630 -1.0320 -0.0129
C -2.4576 0.2608 3.8557
H 4.6635 1.4944 -0.1542
H -6.6000 -0.3652 -1.1486
H -0.6738 3.4558 -2.4631
C -1.3657 -1.3916 -0.6229
P -2.3235 3.4298 -0.1670
C 6.3602 1.1780 1.2846
C -2.0219 -0.9739 1.8331
H -2.7912 1.9715 -2.6757
C -2.2347 1.5275 -0.5689
O -1.3016 1.0199 0.3558
H 2.7076 -2.9601 2.1535
*
```

The LUMO energy is 0.095 eV. Its SMILES is CCCCCCCCCC[C@@](COCP(=N)(O)O)(O[C@](C[C@@H](C)Cl)([PH2]=N)B(O)N(C)C)c1ccccn1. The HOMO energy comes out at -7.954 eV.

These are the Löwdin partial charges, in e, on atoms 1 to 4: number 1, H, carries 0.12; number 2, H, carries 0.11; number 3, H, carries 0.08; number 4, H, carries 0.09

DFT (ωB97M-V/def2-TZVPD) results for a cluster of 4 separate species, C24H48BF2IN2O17PS4 in total.

```
! wB97M-V def2-TZVPD RIJCOSX def2/J DEFGRID3
* xyz 1 1
C -1.2798 0.6212 -7.1236
H 1.2460 3.1172 4.1367
S 0.1197 -1.3500 -7.7236
H 0.4282 1.9865 -7.0618
H 0.5207 1.8649 -0.1991
C -4.1398 -0.7894 2.5245
C -1.1831 -3.8789 -0.8794
O -1.0519 -2.4548 -3.4711
O 0.3566 -2.1423 -6.5374
H -5.9534 -2.2228 2.5896
P -0.6256 -2.2755 -1.7669
H -2.5252 2.6124 3.9470
H -0.6936 -3.9224 0.1994
H 1.7683 -6.4119 1.4989
C -3.5013 0.2789 1.3809
H 8.8110 -3.2554 3.1954
I -4.6354 2.0410 1.8135
N -0.2999 3.6581 2.5598
H 7.1057 -2.0065 5.4289
O 5.7866 -5.0819 5.4674
F -1.8919 1.3410 -2.4123
H -5.2491 -1.8928 0.8672
H 7.3244 -1.4011 3.7633
H -3.4477 -1.7325 2.6649
H 1.2839 -0.1234 -1.7869
H -3.9802 3.0353 -3.6435
O -1.7783 1.9712 3.7726
S 2.1355 -3.0397 1.9749
C 3.4881 -5.1407 1.9692
H -3.3223 2.8883 -0.8349
H -2.9264 6.0636 -0.8175
N -2.0405 0.1172 1.4481
C 1.1081 3.5950 3.0783
H -1.8301 -0.2941 2.4153
H -1.2791 0.5757 -6.0294
H -0.6982 5.8073 2.5310
C -1.0973 4.8261 3.0724
O -5.3886 5.8420 -2.0829
H -2.3468 -3.9672 -0.7648
C 0.0520 1.1469 -7.6524
O 2.0325 -2.1938 0.8066
H 1.7807 3.1090 2.2361
H -6.3432 -0.5022 1.7398
H -1.7689 5.3387 -2.1137
O -4.6820 3.3811 -3.0090
H 3.4586 -5.4887 3.0068
O 6.1596 -3.1082 3.9810
C -1.0460 1.2200 1.2989
C 8.4951 -3.1861 4.2416
C -0.9261 0.7087 -1.4319
O 0.3062 -1.8609 -9.0617
C -5.5539 -1.3534 1.8830
H 9.3324 -2.8379 4.8512
H -2.6602 -1.8715 0.5217
S 6.4986 -4.6749 4.2783
H 0.6571 -0.9165 3.5697
C 0.7983 0.1968 3.1605
O 0.9534 0.0436 -7.5792
H -0.1908 -2.8287 -3.8744
S -4.2131 5.0164 -2.6943
H -2.1281 1.2213 -7.4613
H 1.4844 4.7236 3.1759
H 2.2233 1.5474 -3.3209
H 1.2901 0.9482 3.9088
C 7.2620 -2.2980 4.3853
O 3.6170 -3.7199 1.9811
C 1.1576 1.8608 -2.8832
O 6.4229 -5.3979 3.0282
O -1.3778 -0.7122 -7.6190
C -1.5532 -0.7204 -1.0431
O -3.7553 5.7198 -4.0175
F 0.3846 2.4777 -4.0200
H -4.3235 -0.1931 3.5333
O 1.8359 -2.5775 3.3102
H -0.0320 1.4490 -8.7013
H -0.7361 -4.7821 -1.5201
H -2.8460 4.1878 0.5666
H 1.2823 2.6884 -2.0662
C 2.1685 -5.4245 1.2567
H -0.7182 3.4803 -1.6941
H 4.3399 -5.5966 1.4575
C 0.4436 0.4726 -2.3623
H 2.2793 -5.3333 0.1710
C -1.7456 -1.0986 0.5278
H -2.2166 4.6789 2.6965
C 0.3890 0.4422 1.7640
C -2.7629 5.1077 -1.5131
H -2.6359 -0.8016 -1.5426
C -1.0715 3.3155 -0.5625
H 1.0941 0.0174 0.9014
H -3.9031 -0.1151 0.3230
H -0.4376 4.1471 0.0156
O 8.0726 -4.4819 4.6601
H -1.1538 4.9251 4.2377
H -0.8838 -1.7950 0.9770
C -0.6779 1.7767 -0.1815
H 0.1197 -0.0604 -3.3826
O 1.2795 -4.3998 1.6955
B -1.0304 2.3552 2.5222
C -2.6147 3.7671 -0.5269
*
```

The LUMO energy is -4.097 eV. The HOMO energy comes out at -10.939 eV.

These are the Löwdin partial charges, in e, on atoms 1 to 4: number 1, C, carries -0.17; number 2, H, carries 0.10; number 3, S, carries 0.68; number 4, H, carries 0.13

DFT (ωB97M-V/def2-TZVPD) results for a structure of composition C24H48BrCaCl5FN3NaO9S.

```
! wB97M-V def2-TZVPD RIJCOSX def2/J DEFGRID3
* xyz 0 2
Br -6.2767 4.6131 1.3663
H 1.8698 13.0725 2.0619
C 1.1287 11.3732 3.1507
C 2.8383 -4.9277 -0.4821
C 1.6968 -4.6315 -4.9197
H -3.7451 -5.8795 3.0947
H 3.0993 9.8997 3.7905
H 1.9876 13.2319 3.8233
H -5.1865 -5.2606 5.4402
H -3.7306 5.7192 3.0473
S -2.1422 -6.9540 5.6182
O 0.0346 -2.4313 -11.2920
Cl 2.0698 -8.1319 -4.9749
H 1.2898 10.8284 4.0825
H 2.0860 -5.7096 -0.3657
H 0.3545 6.4444 -0.8486
H 0.6929 8.0964 -0.2786
H 3.9244 -2.5131 -0.5159
C -4.0090 -4.9652 3.6333
C 3.3760 -2.6865 -1.4453
O -2.8900 3.9628 2.4470
C 3.5997 -3.4865 -3.8134
C -2.1062 -4.4898 2.0165
Cl -1.6101 -3.6508 -5.3815
C -3.4793 5.7735 0.9289
C 4.3481 -3.1378 -2.5308
H -2.0498 5.8794 2.5574
H 3.1793 -4.6530 0.5193
C 3.2719 9.4516 2.8151
Cl -1.1617 -6.2889 -6.4616
H 2.3615 -4.9981 -5.6993
H 3.1202 12.2043 2.9324
H -2.7472 5.4916 0.1653
O -1.8367 -8.3236 5.4593
Na -1.0986 -1.1110 -5.9970
N -3.7420 -6.7586 5.3486
H 4.0867 -5.9214 -3.1136
H 4.3031 -3.8766 -4.5507
O -1.9926 2.0541 2.0746
H 2.9502 -1.7189 -1.7335
H 3.1965 -2.5564 -4.2368
H -2.9093 -4.8514 1.3538
H 3.5246 8.4080 2.9901
H -1.1804 1.3381 0.3278
O 1.1843 10.4891 2.0270
F -1.9905 -6.4529 7.0849
H 0.4287 -3.8228 -0.0354
H 4.1126 9.9463 2.3302
C -1.0217 1.2883 1.4071
H 0.8801 -5.3459 -4.8171
H -1.5637 -5.3830 2.3287
H -4.0830 -7.3950 4.6381
H -0.0071 1.5970 1.6559
H 1.7351 -2.9367 0.7566
C -1.2207 7.8084 -1.1117
Cl -0.4672 -3.9607 -8.0181
H -1.1735 0.2578 1.7349
C 1.2522 -3.1219 -0.2043
H 0.6715 7.7380 -2.0228
H -3.6454 6.8473 0.8574
H 1.2836 -3.6868 -5.2694
H -4.9487 -4.5528 3.2497
O -0.9698 3.9088 1.2617
C -1.8641 3.3918 1.8834
C 3.0234 -5.9208 -3.3762
H 4.9328 -3.9946 -2.1895
H 2.9024 -6.5563 -4.3110
N -2.3348 8.0388 -1.1372
H 0.8359 -2.1678 -0.5351
H 3.7011 -5.3571 -0.9820
C -2.9998 5.3983 2.3073
C -2.8984 -3.9207 3.3390
C -4.1385 -5.3478 5.1381
H -3.3295 -2.8627 3.1748
H 0.1060 11.7452 3.1850
H 2.4769 -6.4553 -2.6044
C -1.6274 -4.6498 -6.8629
C 2.0776 9.5004 1.8947
O -1.3284 -6.1146 4.7945
Ca -2.1869 -2.2293 1.8272
H -1.4239 -3.7317 1.5056
C 2.4641 -4.4989 -3.6106
C 2.0833 12.5378 2.9878
C 2.2535 -3.6982 -1.2037
O 1.9483 8.7075 0.9990
H 0.1193 -2.9574 -10.4810
H 5.0677 -2.3411 -2.7321
Cl -3.2477 -4.6296 -7.5667
N 1.5753 -4.1024 -2.4683
C 0.2116 7.5030 -1.0635
H -4.4415 5.2300 0.6959
H -3.5367 -4.7286 5.8079
H -2.1832 -3.8257 4.1666
O 0.8086 -3.1134 -2.8396
*
```

The LUMO energy (spin up / spin down) is -2.865 / -2.897 eV. The expectation value of S² is 1.758. The HOMO energy (spin up / spin down) comes out at -5.215 / -5.215 eV.

These are the Löwdin partial charges, in e, on atoms 1 to 4: number 1, Br, carries -0.44; number 2, H, carries 0.08; number 3, C, carries -0.23; number 4, C, carries -0.04

DFT (ωB97M-V/def2-TZVPD) results for a structure of composition C24H48ClLi2O10.

```
! wB97M-V def2-TZVPD RIJCOSX def2/J DEFGRID3
* xyz 0 2
O -1.4296 0.2056 -0.5482
H 3.8783 -2.3782 3.5587
H 0.4560 -0.8831 2.6351
C 1.2354 -0.3784 -5.7563
H -2.2955 3.0117 0.1236
H 1.4189 0.9513 -1.5424
C 3.4632 -1.4370 3.1983
Li -3.9730 -2.8037 -1.2790
H -3.0872 1.9679 5.4910
C -3.0319 3.6975 -0.2951
H -1.5913 6.4174 -1.1404
H 1.2962 2.5478 -3.5201
C 2.8893 -0.6114 4.2618
H 2.0588 3.7870 -2.5310
H -1.1847 -4.1997 1.2362
O 3.4230 1.4671 -1.3759
O -0.5345 -1.8219 -5.0912
H 1.4221 0.6945 -5.8023
H 1.8227 2.4012 -0.6705
H -0.2284 -0.9504 -3.1684
C 4.0191 1.3912 -2.6178
H -5.7356 1.3175 4.6711
C -2.5904 1.9841 3.3810
H 1.7318 -4.5135 3.4600
H 3.6410 -0.1753 4.9198
C -3.5797 2.1092 4.5289
C 3.4274 2.5086 -3.4098
C 1.3876 -4.9283 2.5126
H 2.6475 1.2104 3.1442
H 3.2904 2.1645 -4.4350
C 2.0709 1.8246 -1.5616
H 5.0904 1.5096 -2.4548
H 1.3377 0.8574 4.1881
C -2.8703 3.4276 -1.6953
C 2.0822 2.7277 -2.7867
H 0.9761 -6.9737 2.9856
O 0.2650 -1.3403 -0.5748
C -1.5609 5.3407 -0.9735
H -4.4437 0.2451 4.9833
H 2.3167 -1.1447 5.0206
H 1.5124 0.0332 1.5889
O 2.3311 -1.6615 2.3775
H 2.3056 -5.3337 2.0871
H -0.2905 -5.8278 3.5545
O 0.8368 -4.0322 1.5984
H -0.5819 5.0351 -0.6044
Li 2.4801 -2.5597 0.6239
H 4.2761 -0.9143 2.6943
H 0.4346 -2.5342 -3.3535
H -0.2017 -4.6308 -0.1365
C -0.1240 -6.1514 1.3820
C 2.0797 0.3743 3.5524
H -3.0823 0.9272 1.6123
H -4.0240 3.4599 0.0889
H 2.3064 -1.6868 -4.2395
H -1.1247 4.1804 -2.8283
C 1.5428 -0.9157 -4.3412
C 0.2444 -1.6088 -3.8972
O -1.5139 -1.6299 1.0359
H -2.5894 5.2008 -2.8748
H 0.5561 -6.6081 0.6630
C -1.9786 4.5431 -2.2563
H -0.7902 0.2340 -5.7543
H -2.7471 -0.1938 2.9508
H 4.1646 3.3103 -3.4537
H -2.5794 2.4096 -1.9541
H -2.7130 2.9161 2.8292
H 1.8442 -0.9956 -6.4171
C -0.2517 -0.6885 -5.9714
H 3.9436 0.4434 -3.1509
C -3.1538 0.7834 2.6904
H 1.7322 -0.1719 -3.5672
H -1.0616 -6.6859 1.2291
H -0.5518 -0.9720 -6.9802
H -3.8544 3.4130 -2.1637
C 1.4813 -0.5314 2.5207
H -1.5300 1.9169 3.6239
Cl -1.1852 -1.1974 -0.3061
C -4.7228 1.0825 4.3437
O -1.9561 -1.9786 -1.2431
O -2.6173 5.0410 -0.1345
H -4.0055 3.0922 4.7300
C -0.2660 -4.7111 0.9487
C 0.4332 -6.0531 2.7713
O -4.5190 0.6500 3.0612
*
```

The LUMO energy (spin up / spin down) is -1.185 / -1.300 eV. The expectation value of S² is 0.750. The HOMO energy (spin up / spin down) comes out at -3.127 / -8.876 eV.

These are the Löwdin partial charges, in e, on atoms 1 to 4: number 1, O, carries -0.35; number 2, H, carries 0.13; number 3, H, carries 0.13; number 4, C, carries -0.15